# C2H9NO2

A cluster of 3 separate species, C2H9NO2 in total at a distorted geometry (ωB97M-V/def2-TZVPD, OMol25).

Output
F_max in eV Å⁻¹: 5.751
Net charge: 0
Lowest unoccupied orbital energy in eV: 0.8
Total energy in hartree: -286.78401

XYZ file:
```
14
C2H9NO2 ωB97M-V/def2-TZVPD
O 0.110 0.877 2.179
O -2.141 0.482 0.541
N -0.234 -0.609 -1.774
C 1.159 -0.453 -1.409
C 1.731 -0.610 -0.273
H 2.862 -0.762 -0.291
H -0.935 -0.438 -1.031
H -3.058 0.513 0.358
H 0.800 0.939 2.877
H -0.363 -0.090 -2.691
H -2.042 0.770 1.481
H 1.304 -0.600 0.690
H 1.726 -0.594 -2.391
H 0.254 0.030 1.751
```

---

# C2H9NO2

A cluster of 2 separate species, C2H9NO2 in total at a distorted geometry (ωB97M-V/def2-TZVPD, OMol25).

Output
F_max in eV Å⁻¹: 3.421
Net charge: 0
Lowest unoccupied orbital energy in eV: 0.7
Total energy in hartree: -286.78213

XYZ file:
```
14
C2H9NO2 ωB97M-V/def2-TZVPD
O -1.113 0.607 1.169
O -0.487 -0.630 -1.736
N 1.087 1.141 1.603
C -0.252 1.722 1.495
C 0.226 -1.846 -1.861
H 1.042 0.272 2.156
H -0.043 -2.411 -0.960
H -0.243 2.550 0.732
H -0.610 2.105 2.447
H -1.409 -0.653 -1.483
H 1.370 -1.553 -1.726
H -1.047 0.299 0.250
H 0.123 -2.336 -2.801
H 1.356 0.733 0.715
```

---

# C2H9NO2

A cluster of 2 separate species, C2H9NO2 in total (ωB97M-V/def2-TZVPD, OMol25).

Output
F_max in eV Å⁻¹: 0.831
Net charge: 0
Lowest unoccupied orbital energy in eV: 0.8
Total energy in hartree: -286.80002

XYZ file:
```
14
C2H9NO2 ωB97M-V/def2-TZVPD
O -0.881 0.754 -1.706
O 0.014 -1.685 0.104
N -0.712 1.571 0.556
C -0.494 1.815 -0.834
C 1.165 -1.855 0.910
H 0.920 -2.385 1.831
H -0.389 0.667 0.867
H 1.644 -0.926 1.147
H 0.564 2.025 -0.998
H 0.227 -1.960 -0.794
H -1.098 2.654 -1.112
H -1.662 1.753 0.838
H -1.225 0.007 -1.206
H 1.927 -2.434 0.396
```